No. 1
# C5H7NO

The molecule C5H7NO (the ωB97M-V functional and the def2-TZVPD basis, the Open Molecules 2025 dataset).

Its SMILES is C#CCCNC=O. For the total energy, the calculation gives -8834.4304 eV. Its energy above the lowest of the compared OMol25 structures with the same formula, charge and spin is 40.87 kcal per mole. The highest occupied orbital energy is -9.853 eV. The calculation puts the frontier orbital gap at 10.74 eV.

CARTESIAN COORDINATES (ANGSTROEM)
O: 0.855 1.277 -1.538
C: 1.541 0.482 -0.927
N: 1.444 0.257 0.412
C: 0.318 0.790 1.154
C: -1.058 0.287 0.656
C: -1.036 -1.108 0.202
C: -0.997 -2.242 -0.204
H: 2.337 -0.121 -1.405
H: 1.881 -0.580 0.771
H: 0.337 1.881 1.080
H: 0.465 0.524 2.204
H: -1.789 0.388 1.467
H: -1.387 0.921 -0.174
H: -0.991 -3.246 -0.571



No. 2
# C5H7NO

A structure of composition C5H7NO in a non-equilibrium geometry (the ωB97M-V functional and the def2-TZVPD basis, the Open Molecules 2025 dataset).

For the total energy, the calculation gives -8831.4200 eV. Its energy above the lowest of the compared OMol25 structures with the same formula, charge and spin is 110.30 kcal per mole. The highest occupied orbital energy is -8.585 eV. The calculation puts the frontier orbital gap at 9.39 eV.

CARTESIAN COORDINATES (ANGSTROEM)
O: 0.332 1.209 -1.755
C: -0.332 1.062 -0.545
C: -1.151 -0.155 -0.448
C: -0.318 -1.297 0.050
C: 1.050 -0.824 0.513
C: 0.262 0.339 1.014
N: -1.033 -0.412 1.006
H: 0.436 2.137 -2.001
H: -0.300 1.815 0.207
H: -2.065 -0.391 -0.998
H: -0.632 -2.321 -0.098
H: 1.836 -0.612 -0.217
H: 1.417 -1.446 1.329
H: 0.499 0.897 1.944



Q: Which value of highest occupied orbital energy does entry 1 give?
A: -9.853 eV



Q: Which of these has the lowest frontier orbital gap?
A: number 2



Q: Which of these has the highest frontier orbital gap?
A: number 1



Q: What is the formula in the first record?
A: C5H7NO